Below is the ion C10H12NOS with charge +1 at a distorted geometry, with properties calculated with ωB97M-V/def2-TZVPD.

ORCA input file:
```
! wB97M-V def2-TZVPD RIJCOSX def2/J DEFGRID3
* xyz 1 3
C 3.38 0.31 -0.21
C 3.32 -1.00 -0.50
C 2.21 1.09 -0.12
C 2.07 -1.58 -0.50
C 0.92 0.50 -0.27
C 0.94 -0.87 -0.24
C -1.60 0.61 -0.66
C -0.29 1.42 -0.36
C -2.77 1.30 -1.16
C -0.83 -2.53 1.43
N -1.74 -0.68 -0.41
O -0.75 -2.88 -1.12
S -0.60 -1.80 -0.17
H 4.35 0.84 0.02
H 4.12 -1.73 -0.54
H 2.10 2.19 -0.33
H 2.06 -2.60 -0.41
H -0.46 1.82 0.75
H -0.16 2.22 -1.14
H -2.73 1.57 -2.23
H -3.09 2.24 -0.70
H -3.68 0.71 -1.17
H 0.13 -3.06 1.68
H -1.57 -3.43 1.19
H -1.20 -1.97 2.29
*
```

Output
HOMO-LUMO gap (alpha / beta) in eV: 5.303 / 6.801
Maximum force in eV/A: 6.0
Relative energy (zero: lowest compared OMol25 entry of this formula, charge and spin) in eV: 0.7800
LUMO energy (alpha / beta) in eV: -4.06 / -7.00
DFT total energy in eV: -24923.98039

These are the Löwdin partial charges, in e, on atoms 1 to 5:
1. C -0.0622
2. C -0.0462
3. C 0.0228
4. C -0.0752
5. C -0.1812